# 1
{
  "formula": "C38H56BCl2CsIN7O6S7",
  "method": "the ωB97M-V functional and the def2-TZVPD basis",
  "species": ["Cs", "C", "C", "S", "C", "C", "S", "C", "C", "S", "C", "C", "S", "H", "H", "H", "H", "H", "H", "H", "H", "H", "H", "H", "H", "H", "H", "H", "H", "C", "C", "C", "C", "N", "C", "C", "N", "B", "N", "C", "C", "N", "C", "S", "C", "C", "C", "C", "N", "C", "C", "N", "C", "S", "C", "C", "C", "C", "C", "S", "H", "H", "H", "H", "H", "H", "H", "H", "H", "H", "H", "H", "H", "H", "H", "H", "H", "H", "H", "H", "H", "H", "H", "H", "H", "H", "H", "H", "H", "H", "H", "H", "H", "H", "O", "C", "O", "C", "C", "C", "C", "C", "N", "C", "O", "O", "H", "H", "H", "H", "H", "Cl", "C", "Cl", "C", "O", "O", "H", "I"],
  "coordinates": [[-2.1598, 1.2431, -1.8170], [-2.6066, -0.6081, 3.2372], [-3.9568, -1.0123, 2.6486], [-3.8073, -2.0817, 1.1968], [-3.1388, -3.5772, 1.9891], [-1.9250, -4.1582, 1.2669], [-0.4033, -3.1952, 1.3803], [0.1516, -3.5618, 3.0752], [0.5697, -2.3291, 3.8798], [1.7199, -1.1885, 3.0642], [0.6102, -0.0537, 2.1787], [-0.2703, 0.8299, 3.0726], [-1.9981, 0.9376, 2.5234], [-1.8829, -1.3900, 3.0076], [-2.6731, -0.5061, 4.3248], [-4.5198, -0.1400, 2.3087], [-4.5732, -1.5071, 3.4026], [-3.9262, -4.3353, 2.0168], [-2.8876, -3.3381, 3.0253], [-2.1116, -4.2305, 0.1932], [-1.7373, -5.1740, 1.6265], [0.9984, -4.2478, 3.0080], [-0.6548, -4.0853, 3.5977], [1.0846, -2.6711, 4.7821], [-0.2991, -1.7674, 4.2189], [0.0073, -0.6158, 1.4715], [1.2979, 0.5653, 1.6024], [0.1040, 1.8523, 3.0511], [-0.2649, 0.4974, 4.1134], [0.9912, 3.6612, -6.3638], [1.7188, 2.7095, -5.4159], [0.9424, 1.3921, -5.3700], [3.1472, 2.5194, -5.9282], [1.7524, 3.3060, -4.0534], [1.1792, 4.5231, -3.7162], [1.3992, 4.7202, -2.4074], [2.0943, 3.6290, -1.9070], [2.1614, 3.3011, -0.3776], [3.6369, 3.2044, 0.1340], [4.7593, 3.1558, -0.6492], [5.8119, 2.8274, 0.1291], [5.3233, 2.6528, 1.4242], [3.9725, 2.8970, 1.4189], [2.9144, 2.8488, 2.7389], [6.1271, 2.2065, 2.5854], [5.5630, 0.8839, 3.1114], [6.1313, 3.2905, 3.6627], [7.5688, 1.9678, 2.1375], [1.5208, 4.5023, 0.3712], [2.1993, 5.6313, 0.7602], [1.3564, 6.4169, 1.4528], [0.1301, 5.7638, 1.4935], [0.2427, 4.5844, 0.8049], [-0.9611, 3.4369, 0.4968], [-1.0804, 6.2621, 2.1887], [-2.1986, 6.4933, 1.1722], [-1.4965, 5.2628, 3.2700], [-0.7568, 7.5930, 2.8661], [2.3098, 2.7589, -2.9305], [3.1072, 1.2663, -2.7901], [0.9810, 3.1977, -7.3514], [1.5076, 4.6207, -6.4484], [-0.0439, 3.8196, -6.0588], [0.9204, 0.9600, -6.3735], [-0.0868, 1.5880, -5.0618], [1.4073, 0.6835, -4.6867], [3.1085, 2.1081, -6.9396], [3.7088, 1.8451, -5.2872], [3.6603, 3.4841, -5.9677], [0.5952, 5.1015, -4.4038], [1.0544, 5.5192, -1.7788], [1.5918, 2.2829, -0.1339], [4.7120, 3.3197, -1.7106], [6.8455, 2.7096, -0.1312], [4.5607, 1.0159, 3.5125], [6.2237, 0.4968, 3.8914], [5.5031, 0.1526, 2.3032], [5.1155, 3.5061, 3.9856], [6.5850, 4.2050, 3.2726], [6.7184, 2.9479, 4.5179], [7.6330, 1.1853, 1.3795], [8.1400, 1.6385, 3.0059], [8.0325, 2.8785, 1.7544], [3.2436, 5.7631, 0.5409], [1.5331, 7.3570, 1.9357], [-2.4374, 5.5731, 0.6441], [-1.8946, 7.2475, 0.4430], [-3.0911, 6.8510, 1.6905], [-1.7803, 4.3075, 2.8339], [-2.3468, 5.6669, 3.8247], [-0.6700, 5.0988, 3.9647], [-0.4641, 8.3562, 2.1432], [0.0297, 7.4854, 3.6148], [-1.6585, 7.9391, 3.3720], [5.2420, -0.4622, -0.7710], [3.9543, -0.6701, -0.4015], [3.3841, 0.0149, 0.3940], [3.3764, -1.8809, -1.0816], [4.2089, -2.8497, -1.6276], [3.6263, -3.9573, -2.2215], [2.2478, -4.0346, -2.2758], [1.5072, -2.9828, -1.7474], [2.0502, -1.9355, -1.1417], [0.0035, -3.0235, -1.8686], [-0.4958, -1.8963, -2.3012], [-0.6188, -4.0380, -1.6280], [5.4471, 0.4576, -0.5232], [5.2806, -2.7240, -1.5848], [4.2413, -4.7409, -2.6467], [1.7333, -4.8749, -2.7212], [-1.5367, -1.8639, -2.2637], [-3.9902, -1.0439, -5.8549], [-3.0750, -1.6561, -4.4760], [-2.8192, -3.4235, -4.6251], [-3.7501, -1.3598, -3.1024], [-4.9280, -1.0518, -3.0655], [-2.9330, -1.4519, -2.1302], [-2.0843, -1.2127, -4.5213], [-2.5077, 3.5796, -4.5006]],
  "mulliken_charge": [1.02, 0.70, -0.99, 0.10, -0.81, -1.00, 0.40, -0.88, -0.68, -0.09, 2.43, -0.39, -0.19, -1.04, 0.36, 0.43, 0.37, 0.57, 0.28, 0.37, 0.42, 0.42, 0.41, 0.48, 0.11, -0.02, -2.30, -0.18, 0.68, -1.98, 1.45, -1.45, -1.75, 0.49, -0.55, -1.00, 0.19, -0.23, 1.48, -1.04, -1.05, 0.80, -0.03, -0.53, 1.24, -1.31, -1.65, -2.14, 0.47, -0.83, -0.66, 0.49, -0.45, 0.00, 1.28, -1.50, -1.57, -2.22, 0.00, -0.30, 0.45, 0.47, 0.22, 0.50, 0.22, 0.32, 0.47, 0.28, 0.40, 0.46, 0.47, -0.15, 0.83, 0.41, 0.31, 0.54, 0.15, 0.28, 0.38, 0.48, 0.39, 0.47, 0.45, 0.57, 0.52, 0.19, 0.38, 0.48, 0.29, 0.48, 0.36, 0.47, 0.47, 0.44, -0.58, -0.27, 0.39, 0.14, -0.91, -0.65, -0.63, 0.63, 0.47, -0.15, -0.11, -0.61, 0.37, 0.54, 0.41, 0.53, 0.29, -0.20, 0.92, -0.23, 0.07, -0.68, -0.74, -0.27, -0.81],
  "fmax_ev_per_a": 0.546,
  "charge": -2,
  "e_above_lowest_kcal_mol": 0.00,
  "orbital_gap_ha": 0.2211
}

# 2
{
  "formula": "C17H17F5N6OPtSSi",
  "method": "the ωB97M-V functional and the def2-TZVPD basis",
  "species": ["Pt", "N", "C", "N", "C", "N", "N", "C", "N", "C", "C", "C", "C", "C", "N", "H", "H", "H", "H", "H", "H", "H", "H", "F", "C", "C", "F", "C", "F", "C", "S", "C", "F", "C", "F", "C", "Si", "C", "C", "O", "H", "H", "H", "H", "H", "H", "H", "H", "H"],
  "coordinates": [[-0.5158, 0.5522, -0.9178], [1.8985, 0.6801, -2.7415], [2.3385, 0.6070, -1.4888], [3.6512, 0.5513, -1.2861], [4.0239, 0.5058, -0.0135], [5.3372, 0.4642, 0.2506], [3.1946, 0.4879, 1.0502], [1.9147, 0.5272, 0.7651], [1.4176, 0.6135, -0.4860], [0.9822, 0.4560, 1.9409], [1.4689, 0.2894, 3.2289], [0.5438, 0.2016, 4.2558], [-0.8096, 0.2861, 3.9640], [-1.1931, 0.4623, 2.6420], [-0.3041, 0.5421, 1.6613], [2.5714, 0.6077, -3.4842], [0.9036, 0.6322, -2.9272], [5.9939, 0.4601, -0.5078], [5.6456, 0.4076, 1.2032], [2.5329, 0.2266, 3.4002], [0.8777, 0.0662, 5.2761], [-1.5571, 0.2171, 4.7427], [-2.2373, 0.5394, 2.3609], [-6.6213, 3.0856, -0.7942], [-5.2902, 3.0219, -0.8544], [-4.6643, 1.8423, -1.2073], [-5.3874, 0.7623, -1.5008], [-3.2862, 1.8083, -1.2457], [-2.7162, 0.6128, -1.6284], [-2.4726, 2.8905, -0.9508], [-0.7165, 2.8254, -1.0771], [-3.1417, 4.0599, -0.6077], [-2.4468, 5.1621, -0.3164], [-4.5214, 4.1334, -0.5572], [-5.1216, 5.2720, -0.2136], [0.9444, -3.1852, -2.5553], [0.2721, -2.7946, -0.8570], [1.7404, -2.7684, 0.3111], [-0.8443, -4.1789, -0.3141], [-0.5866, -1.4154, -0.8620], [1.4292, -4.1652, -2.5830], [1.6869, -2.4394, -2.8572], [0.1458, -3.1811, -3.3016], [2.1472, -3.7776, 0.4247], [1.4557, -2.4159, 1.3068], [2.5534, -2.1378, -0.0576], [-0.3306, -5.1427, -0.3694], [-1.7385, -4.2321, -0.9392], [-1.1683, -4.0260, 0.7186]],
  "nbo_charge": [0.88, -0.76, 0.63, -0.57, 0.61, -0.76, -0.55, 0.49, -0.52, 0.13, -0.20, -0.17, -0.23, 0.05, -0.43, 0.42, 0.43, 0.41, 0.41, 0.25, 0.22, 0.23, 0.20, -0.29, 0.25, 0.28, -0.28, 0.28, -0.30, -0.26, -0.18, 0.30, -0.29, 0.32, -0.29, -1.15, 1.91, -1.15, -1.14, -1.25, 0.23, 0.22, 0.24, 0.24, 0.23, 0.21, 0.23, 0.24, 0.23],
  "fmax_ev_per_a": 1.046,
  "charge": 0,
  "e_above_lowest_kcal_mol": 48.21,
  "orbital_gap_ha": 0.2546
}

# 3
{
  "formula": "C25H31IrN11OTe",
  "method": "the ωB97M-V functional and the def2-TZVPD basis",
  "species": ["Ir", "N", "C", "N", "N", "N", "N", "C", "N", "N", "N", "N", "H", "C", "C", "C", "N", "H", "H", "H", "H", "H", "C", "C", "O", "N", "Te", "C", "C", "C", "C", "C", "C", "C", "C", "C", "C", "C", "C", "C", "C", "C", "C", "C", "C", "H", "H", "H", "H", "H", "H", "H", "H", "H", "H", "H", "H", "H", "H", "H", "H", "H", "H", "H", "H", "H", "H", "H", "H", "H"],
  "coordinates": [[0.1928, 0.1239, -0.1488], [-1.9732, -0.1371, 2.5192], [-1.2811, 1.0162, 2.3951], [-1.4532, 2.0397, 3.2284], [-0.5478, 2.9661, 2.8168], [0.1554, 2.4736, 1.6978], [-0.3772, 1.2451, 1.4303], [-1.9244, -1.2080, 1.6467], [-2.6529, -2.2898, 1.7967], [-2.3108, -3.0667, 0.7496], [-1.4357, -2.4942, 0.0154], [-1.1514, -1.2814, 0.5552], [-2.6157, -0.2120, 3.2911], [2.7326, -3.3957, -3.2578], [1.2383, -3.0684, -3.2909], [0.9076, -1.9935, -2.3737], [0.6559, -1.1445, -1.6542], [2.9489, -4.1782, -3.9825], [3.0289, -3.7430, -2.2702], [3.3294, -2.5189, -3.5018], [0.6315, -3.9276, -2.9977], [0.9133, -2.7640, -4.2875], [3.6143, 2.0695, -1.6425], [2.8600, 0.9768, -0.9212], [3.3668, -0.1045, -0.6656], [1.5531, 1.2736, -0.6175], [-0.1758, 3.0717, -2.2236], [-1.6931, 4.0358, -3.3753], [-2.1155, 5.3394, -3.1009], [-1.5309, 6.1744, -1.9949], [-3.1363, 5.8958, -3.8709], [-3.7292, 5.2043, -4.9128], [-4.8282, 5.8163, -5.7338], [-3.2748, 3.9178, -5.1873], [-2.2734, 3.3204, -4.4375], [-1.8500, 1.9165, -4.7819], [-1.0766, 3.3341, -0.3769], [-0.2599, 3.6992, 0.8093], [0.9797, 4.5320, 0.5624], [-1.0646, 4.2072, 2.0274], [-2.5286, 4.2455, 1.9206], [-3.3136, 4.8147, 3.0499], [-3.1492, 3.4755, 0.9048], [-2.4881, 2.9890, -0.1792], [-3.1898, 2.0755, -1.1363], [4.6804, 1.8562, -1.6446], [3.4226, 3.0400, -1.1860], [3.2571, 2.1225, -2.6734], [-0.4932, 5.9062, -1.7981], [-2.0899, 6.0379, -1.0651], [-1.5693, 7.2316, -2.2576], [-3.4642, 6.9057, -3.6492], [-5.0378, 6.8364, -5.4154], [-5.7495, 5.2381, -5.6442], [-4.5599, 5.8392, -6.7912], [-3.7201, 3.3619, -6.0054], [-2.4557, 1.5277, -5.5995], [-1.9555, 1.2480, -3.9245], [-0.8033, 1.8738, -5.0913], [1.6386, 4.0477, -0.1551], [1.5222, 4.6652, 1.4986], [0.6938, 5.5119, 0.1774], [-0.6502, 5.1087, 2.4765], [-2.7944, 5.6529, 3.5175], [-3.4707, 4.0590, 3.8296], [-4.2949, 5.1557, 2.7188], [-4.2059, 3.2549, 1.0163], [-4.2205, 1.9155, -0.8216], [-2.6804, 1.1066, -1.1678], [-3.1997, 2.4744, -2.1498]],
  "nbo_charge": [0.85, -0.57, 0.52, -0.32, -0.04, -0.05, -0.37, 0.45, -0.36, -0.07, -0.11, -0.47, 0.44, -0.59, -0.51, 0.48, -0.37, 0.22, 0.23, 0.22, 0.27, 0.25, -0.71, 0.60, -0.56, -0.57, 0.70, -0.22, -0.05, -0.64, -0.22, 0.02, -0.63, -0.23, -0.04, -0.64, -0.23, 0.05, -0.62, -0.10, 0.07, -0.66, -0.26, -0.04, -0.65, 0.23, 0.22, 0.23, 0.22, 0.23, 0.22, 0.20, 0.21, 0.22, 0.22, 0.20, 0.22, 0.23, 0.22, 0.23, 0.22, 0.22, 0.22, 0.22, 0.24, 0.22, 0.22, 0.22, 0.23, 0.23],
  "multiplicity": 6,
  "fmax_ev_per_a": 0.491,
  "charge": 0,
  "e_above_lowest_kcal_mol": 25.44,
  "orbital_gap_ha": [0.2511, 0.2201]
}